{"formula": "C2H8N2O2", "method": "ωB97M-V/def2-TZVPD", "homo_lumo_gap_ev": 9.96, "e_tot_ha": -340.9783, "relative_energy_ev": 1.4181, "smiles": "O=CO.NCN", "molar_mass_g_mol": 92.10, "elements": ["N", "C", "N", "H", "H", "H", "H", "H", "H", "O", "C", "O", "H", "H"], "positions_angstrom": [[-0.413, -1.321, -0.392], [-1.052, -0.057, -0.692], [-1.833, 0.596, 0.350], [-1.049, -2.096, -0.557], [-0.170, -1.404, 0.588], [-1.695, -0.174, -1.561], [-0.327, 0.696, -1.008], [-1.209, 0.809, 1.123], [-2.532, -0.050, 0.710], [1.335, 0.423, 1.605], [2.089, 0.437, 0.687], [2.097, 1.404, -0.273], [2.897, -0.297, 0.555], [1.863, 1.034, -1.133]], "forces_ev_per_a": [[0.0, -0.7, 0.0], [-0.4, 0.9, -0.1], [0.1, -0.4, 0.2], [0.1, 0.2, -0.2], [0.2, 0.3, 0.0], [-0.1, -0.3, -0.1], [0.2, -0.2, 0.1], [-0.1, 0.1, 0.0], [0.0, 0.1, 0.0], [-0.1, 0.2, 0.2], [0.3, -0.2, -0.3], [-0.4, 0.2, 0.2], [-0.1, -0.1, 0.0], [0.3, -0.1, -0.1]]}